No. 1
The following is a DFT calculation (wB97M-V/def2-TZVPD) of the molecule C5H5NO.

The electronic energy comes out at -323.42132 a.u. As for the energy above the lowest of the compared OMol25 structures with the same formula, charge and spin: 2.677 eV. For the HOMO-LUMO gap, the calculation gives 0.42303 Ha.

Geometry as ORCA input:
```
! wB97M-V def2-TZVPD RIJCOSX def2/J DEFGRID3
* xyz 0 1
O 1.829 0.658 -0.062
C -1.862 0.192 0.103
C -0.580 0.307 -0.628
C 0.246 -0.983 -0.313
H 1.283 -0.421 1.775
N -2.858 -0.022 0.659
H -0.333 -1.855 -0.018
H 0.941 -1.187 -1.133
C 1.007 -0.168 0.752
C 0.489 1.087 0.189
H -0.797 0.587 -1.665
H 0.440 2.116 0.509
*
```


No. 2
The following is a DFT calculation (wB97M-V/def2-TZVPD) of the molecule C5H7NO2.

The electronic energy comes out at -399.78624 a.u. As for the energy above the lowest of the compared OMol25 structures with the same formula, charge and spin: 4.880 eV. For the HOMO-LUMO gap, the calculation gives 0.38724 Ha.

Geometry as ORCA input:
```
! wB97M-V def2-TZVPD RIJCOSX def2/J DEFGRID3
* xyz 0 1
C 1.497 -0.938 -0.043
H 1.579 0.748 1.540
O -1.296 -1.288 -0.511
H -0.254 -0.943 1.283
C -0.007 0.592 -0.299
N -1.645 0.989 -0.207
H 0.058 0.703 -1.499
C -0.070 -0.841 0.131
H -2.025 1.805 -0.583
H 2.012 -0.854 -1.135
H 2.014 -1.372 0.788
C 1.445 0.659 0.334
O -3.387 -0.279 0.399
C -2.161 -0.189 0.039
H 2.239 1.208 -0.236
*
```